A | 4 unconnected molecules or ions with the total composition C2H10O4, computed with ωB97M-V with the def2-TZVPD basis set.

Calculated values
SMILES = CC=O.O.O.O
HOMO-LUMO gap = 0.41394 hartree
HOMO level = -10.521 eV

Structure (XYZ):
```
16
Properties=species:S:1:pos:R:3:nbo_charge:R:1
O -0.7126 2.0442 1.3523 -0.5661
C -0.6420 1.1225 2.1276 0.4620
C -0.2260 -0.2663 1.7853 -0.7345
H -0.9302 1.3079 3.1769 0.1153
H -0.6203 -0.9463 2.5429 0.2331
H -0.3607 -0.5959 0.7650 0.2546
H 0.8391 -0.2682 2.0711 0.2550
H 0.5155 1.4438 -1.0316 0.4636
H -0.7593 1.8757 -0.4904 0.5008
O -0.2434 1.9310 -1.3308 -0.9437
H 0.0867 -0.5184 -3.0548 0.4640
H -0.3710 0.3197 -1.9910 0.4903
O -0.3301 -0.6491 -2.2002 -0.9848
H 0.5102 -2.1238 -1.3680 0.4908
H 1.9199 -2.4763 -1.5148 0.4562
O 1.3242 -2.2005 -0.8396 -0.9566
```

B | 4 unconnected molecules or ions with the total composition C2H10O4, computed with ωB97M-V with the def2-TZVPD basis set.

Calculated values
SMILES = CC=O.O.O.O
HOMO-LUMO gap = 0.39742 hartree
HOMO level = -10.541 eV

Structure (XYZ):
```
16
Properties=species:S:1:pos:R:3:nbo_charge:R:1
O 0.4533 -0.3193 0.0070 -0.5702
C -0.4569 -1.0484 0.4426 0.4477
C -1.2400 -0.8804 1.8185 -0.7387
H -0.9538 -1.7329 -0.3173 0.1305
H -1.6216 0.1333 2.0752 0.2566
H -0.3100 -1.1733 2.3940 0.2424
H -1.7849 -1.7522 2.0703 0.2333
H -2.6404 1.4109 -1.6231 0.4644
H -2.8946 1.7692 -3.0850 0.4723
O -3.0312 1.0727 -2.4171 -0.9365
H 2.6912 1.1341 -1.0972 0.4706
H 1.3540 1.8664 -1.3753 0.4697
O 2.1536 1.4579 -1.8409 -0.9394
H 2.1100 -0.3759 1.2106 0.4647
H 3.2076 -0.9761 0.4255 0.4663
O 2.9636 -0.5861 1.3123 -0.9336
```

Of them, B has the lowest stability.

A | C3H4O3 in the gas phase, computed with ωB97M-V with the def2-TZVPD basis set.

Calculated values
SMILES = O=CC(O)C=O
HOMO-LUMO gap = 0.38851 hartree
HOMO level = -10.198 eV

Structure (XYZ):
```
10
Properties=species:S:1:pos:R:3:nbo_charge:R:1
O -0.1047 -1.1380 -1.1357 -0.6916
C 0.2294 0.0137 -0.4260 -0.1257
C 1.1036 -0.3148 0.7817 0.4250
O 1.3473 0.4773 1.6579 -0.5069
C -0.9883 0.8142 0.0095 0.4192
O -2.0935 0.5360 -0.3874 -0.5120
H -1.0261 -1.3501 -0.9220 0.4893
H 0.8271 0.6773 -1.0732 0.2237
H 1.5018 -1.3496 0.7708 0.1316
H -0.7966 1.6339 0.7243 0.1474
```

B | A molecular structure, C3H4O3, computed with ωB97M-V with the def2-TZVPD basis set.

Calculated values
HOMO-LUMO gap = 0.40989 hartree
HOMO level = -10.461 eV

Structure (XYZ):
```
10
Properties=species:S:1:pos:R:3:nbo_charge:R:1
O 1.6867 0.6892 -0.1601 -0.6950
C 0.4804 0.0172 -0.4836 -0.0059
C -0.3928 -1.1160 0.4135 -0.1181
O -1.5282 -0.2335 0.2970 -0.4759
C -0.7832 0.7890 -0.1856 0.7367
O -1.0521 1.9529 -0.1517 -0.5441
H 1.5242 1.5630 0.2529 0.4966
H 0.6144 -0.4352 -1.4508 0.2095
H 0.2232 -1.0202 1.2740 0.1838
H -0.8001 -2.1468 0.2109 0.2124
```

C | C3H4O3 in the gas phase, computed with ωB97M-V with the def2-TZVPD basis set.

Calculated values
HOMO-LUMO gap = 0.33241 hartree
HOMO level = -9.531 eV

Structure (XYZ):
```
10
Properties=species:S:1:pos:R:3:nbo_charge:R:1
O -1.1970 -1.7483 0.0653 -0.6962
C -0.7572 -0.4375 -0.1100 -0.2068
C 0.3354 1.9173 -0.1607 0.1179
O 1.2599 0.9796 -0.0521 -0.5011
C 0.7299 -0.3252 0.1288 0.7787
O 1.4634 -1.1998 0.4696 -0.5115
H -0.5461 -2.2021 0.6165 0.4828
H -0.9972 -0.1004 -1.1252 0.2203
H -1.2164 0.2923 0.5630 0.2264
H 0.9254 2.8242 -0.3951 0.0896
```

Of them, C has the lowest stability.

A | C3H4O3 in the gas phase, computed with ωB97M-V with the def2-TZVPD basis set.

Calculated values
SMILES = C=C=C(O)OO
HOMO-LUMO gap = 0.34229 hartree
HOMO level = -8.753 eV

Structure (XYZ):
```
10
Properties=species:S:1:pos:R:3:nbo_charge:R:1
C 0.5054 2.1808 0.1926 -0.3951
O -1.0412 -0.8256 -0.5212 -0.2575
O -1.2765 -2.0886 0.1153 -0.4654
O 1.2384 -1.2597 -0.3494 -0.6704
C 0.2257 -0.3628 -0.2685 0.4785
C 0.3833 0.8994 0.0484 -0.0795
H -1.9816 -1.9044 0.7498 0.4749
H 0.8433 -2.1334 -0.4869 0.4984
H 0.5602 2.8578 -0.6515 0.2079
H 0.5429 2.6366 1.1713 0.2081
```

B | A molecular structure, C3H4O3, computed with ωB97M-V with the def2-TZVPD basis set.

Calculated values
HOMO-LUMO gap = 0.37639 hartree
HOMO level = -10.683 eV

Structure (XYZ):
```
10
Properties=species:S:1:pos:R:3:nbo_charge:R:1
O 2.7449 0.1867 -0.1686 -0.5530
C 1.6312 -0.0907 0.0445 0.9954
O 0.5483 0.8967 -0.3810 -0.5901
C -0.7316 0.7527 0.0016 -0.1378
C -0.8127 -0.6986 -0.0385 0.0410
O 0.9681 -1.0785 0.3852 -0.5626
H -0.9099 1.1651 0.9666 0.1699
H -1.3334 1.2778 -0.7122 0.2097
H -0.9442 -1.2820 0.8504 0.2200
H -1.1605 -1.1295 -0.9479 0.2075
```

C | C3H4O3 in the gas phase, computed with ωB97M-V with the def2-TZVPD basis set.

Calculated values
SMILES = CC(=O)C(=O)O
HOMO-LUMO gap = 0.36576 hartree
HOMO level = -9.545 eV

Structure (XYZ):
```
10
Properties=species:S:1:pos:R:3:nbo_charge:R:1
C -0.2929 -1.1236 0.3666 -0.7899
C 0.1697 0.7628 -0.5659 0.6809
C 0.9694 0.1145 0.4923 0.5846
O -0.7117 1.6538 -0.0363 -0.6809
O 0.4542 0.6903 -1.7490 -0.5788
O 2.0038 -0.0527 1.0086 -0.4359
H -1.0505 2.2004 -0.7630 0.5049
H -0.9400 -0.8854 1.2119 0.2296
H 0.2929 -2.0223 0.5517 0.2372
H -0.8949 -1.3379 -0.5168 0.2483
```

D | C3H4O3 in the gas phase, computed with ωB97M-V with the def2-TZVPD basis set.

Calculated values
SMILES = O=CCOC=O
HOMO-LUMO gap = 0.40443 hartree
HOMO level = -10.107 eV

Structure (XYZ):
```
10
Properties=species:S:1:pos:R:3:nbo_charge:R:1
O -0.5286 0.1724 -1.6901 -0.5183
C -1.1505 0.5588 -0.7273 0.3333
C -0.3169 0.6568 0.6194 -0.1773
O 1.0197 0.3115 0.2625 -0.4940
C 1.2640 -1.0057 0.1143 0.6589
O 0.4893 -1.8878 0.3687 -0.5808
H -2.1268 0.6922 -1.2098 0.1977
H -0.2389 1.6687 1.0325 0.2201
H -0.6684 -0.0207 1.4062 0.2273
H 2.2947 -1.1533 -0.2417 0.1332
```

Of them, A has the lowest stability.